i) {"formula": "C4H7NO", "method": "ωB97M-V/def2-TZVPD", "symbols": ["C", "O", "C", "C", "C", "N", "H", "H", "H", "H", "H", "H", "H"], "xyz": [[1.626, 0.343, 0.520], [1.006, -0.603, -0.328], [-0.326, -0.346, -0.693], [-1.338, -0.762, 0.380], [-0.542, 1.070, -1.085], [-0.733, 2.174, -1.368], [0.961, 0.682, 1.320], [1.972, 1.214, -0.045], [2.486, -0.158, 0.966], [-0.509, -0.950, -1.591], [-1.206, -1.826, 0.600], [-1.210, -0.193, 1.306], [-2.360, -0.600, 0.020]], "gap_ev": 11.44, "smiles": "CO[C@@H](C)C#N"}


ii) {"formula": "C4H7NO", "method": "ωB97M-V/def2-TZVPD", "symbols": ["H", "N", "C", "C", "C", "C", "O", "H", "H", "H", "H", "H", "H"], "xyz": [[-0.833, 0.628, -1.791], [-0.497, 1.502, -1.366], [-0.093, 1.222, -0.192], [0.101, -0.203, 0.208], [1.486, -0.738, 0.021], [-1.003, -0.837, 0.602], [-2.155, -0.122, 0.670], [0.233, 2.044, 0.461], [1.481, -1.816, -0.157], [1.968, -0.259, -0.841], [2.102, -0.526, 0.900], [-1.063, -1.875, 0.924], [-1.820, 0.791, 0.453]], "gap_ev": 9.75, "smiles": "[H]/N=C\\C(C)=C/O"}


iii) {"formula": "C4H7NO", "method": "ωB97M-V/def2-TZVPD", "symbols": ["O", "C", "C", "N", "C", "C", "H", "H", "H", "H", "H", "H", "H"], "xyz": [[-1.366, 1.456, 0.134], [-0.413, 0.463, 0.007], [1.061, 0.400, 0.469], [0.733, -1.048, -0.024], [-0.524, -0.883, 0.747], [0.034, -0.355, -1.197], [-1.051, 2.281, -0.251], [1.954, 0.370, -0.117], [1.191, 0.631, 1.541], [-1.303, -1.599, 0.482], [-0.304, -0.883, 1.820], [0.697, 0.152, -1.912], [-0.708, -0.985, -1.699]], "gap_ev": 10.31}


Stability, highest: i)


i) {"formula": "C4H7NO", "method": "ωB97M-V/def2-TZVPD", "symbols": ["C", "C", "C", "C", "N", "O", "H", "H", "H", "H", "H", "H", "H"], "xyz": [[-0.703, -0.641, 1.179], [0.175, 0.542, 0.626], [0.908, -0.121, -0.470], [0.212, 0.060, -1.585], [-0.684, 0.992, -1.455], [-0.718, 1.300, -0.180], [-0.353, -1.633, 1.621], [-1.328, -0.028, 1.877], [-1.338, -0.510, 0.067], [0.525, 1.187, 1.389], [1.999, 0.149, -0.478], [1.094, -1.184, -0.026], [0.211, -0.113, -2.568]], "gap_ev": 9.79, "smiles": "C[C@H]1CC=NO1"}


ii) {"formula": "C4H7NO", "method": "ωB97M-V/def2-TZVPD", "symbols": ["C", "C", "O", "C", "C", "N", "H", "H", "H", "H", "H", "H", "H"], "xyz": [[0.789, 0.815, 0.947], [-1.879, -1.427, 1.467], [-1.331, -2.421, 1.435], [-0.604, 0.129, -1.032], [0.760, 0.569, -0.565], [-0.921, -0.914, -1.682], [-0.012, 1.500, 1.246], [1.741, 1.263, 1.251], [0.654, -0.118, 1.504], [-1.425, 0.807, -0.763], [1.513, -0.174, -0.857], [1.011, 1.504, -1.084], [-0.087, -1.477, -1.878]], "gap_ev": 11.09}


Stability, highest: ii)


i) {"formula": "C4H7NO", "method": "ωB97M-V/def2-TZVPD", "symbols": ["O", "C", "C", "C", "C", "N", "H", "H", "H", "H", "H", "H", "H"], "xyz": [[1.265, 2.100, 0.081], [1.774, 1.018, -0.089], [1.041, -0.286, 0.038], [-0.329, -0.061, 0.601], [-1.437, 0.223, -0.321], [-1.442, -1.216, -0.127], [2.845, 0.933, -0.363], [1.663, -0.971, 0.628], [0.975, -0.721, -0.972], [-0.707, -0.879, 1.275], [-1.146, 0.475, -1.340], [-2.278, 0.797, 0.054], [-2.225, -1.412, 0.535]], "gap_ev": 10.23, "smiles": "O=CC[C@H]1CN1"}


ii) {"formula": "C4H7NO", "method": "ωB97M-V/def2-TZVPD", "symbols": ["C", "O", "C", "C", "C", "N", "H", "H", "H", "H", "H", "H", "H"], "xyz": [[-0.434, 1.826, -0.202], [0.986, 1.529, 0.371], [1.038, 0.241, 0.753], [0.067, -0.545, 0.303], [-0.355, -1.894, 0.173], [-0.399, -0.963, -0.994], [-0.170, 2.740, -0.695], [-0.965, 1.164, -0.934], [-1.120, 1.968, 0.647], [1.858, -0.120, 1.386], [0.405, -2.655, 0.265], [-1.357, -2.175, 0.487], [0.446, -1.115, -1.560]], "gap_ev": 8.78, "smiles": "CO/C=C1/CN1"}


Stability, highest: i)


i) {"formula": "C4H7NO", "method": "ωB97M-V/def2-TZVPD", "symbols": ["C", "C", "C", "N", "C", "O", "H", "H", "H", "H", "H", "H", "H"], "xyz": [[-1.722, -0.354, 0.520], [-0.283, -0.470, 0.090], [0.183, 0.164, -1.155], [0.554, 0.753, 0.127], [1.918, 0.611, 0.460], [2.756, 0.047, -0.201], [-1.876, -0.644, 1.564], [-2.341, -1.004, -0.109], [-2.065, 0.677, 0.391], [0.232, -1.393, 0.360], [0.981, -0.317, -1.712], [-0.507, 0.784, -1.721], [2.172, 1.146, 1.386]], "gap_ev": 11.06, "smiles": "C[C@H]1CN1C=O"}


ii) {"formula": "C4H7NO", "method": "ωB97M-V/def2-TZVPD", "symbols": ["C", "C", "C", "N", "C", "O", "H", "H", "H", "H", "H", "H", "H"], "xyz": [[0.508, -0.471, 1.207], [-0.414, 0.967, 0.039], [0.116, 1.079, -1.296], [-1.128, 0.349, -0.905], [-0.390, -1.053, -0.235], [0.375, -1.616, -1.000], [-0.054, -0.203, 2.107], [1.405, 0.145, 1.090], [0.882, -1.492, 1.336], [-0.664, 1.549, 0.918], [-0.032, 1.997, -1.858], [0.957, 0.444, -1.582], [-1.287, -1.440, 0.255]], "gap_ev": 9.35}


iii) {"formula": "C4H7NO", "method": "ωB97M-V/def2-TZVPD", "symbols": ["O", "C", "C", "N", "C", "C", "H", "H", "H", "H", "H", "H", "H"], "xyz": [[-2.946, -0.065, 1.066], [-1.870, -0.429, 0.684], [-0.712, 0.601, 0.550], [0.482, 0.291, -0.220], [0.648, -0.402, -1.352], [1.801, 0.151, 0.110], [-1.673, -1.491, 0.428], [-0.320, 0.824, 1.556], [-1.203, 1.484, 0.117], [1.156, -0.086, -2.223], [-0.027, -1.195, -1.492], [2.383, -0.715, 0.302], [2.282, 1.034, 0.473]], "gap_ev": 9.04}


iv) {"formula": "C4H7NO", "method": "ωB97M-V/def2-TZVPD", "symbols": ["C", "C", "N", "C", "C", "O", "H", "H", "H", "H", "H", "H", "H"], "xyz": [[-1.664, -0.073, -0.319], [-0.392, -0.187, 0.507], [0.645, -1.051, -0.126], [1.557, 0.097, -0.370], [0.575, 0.994, 0.383], [0.590, 2.122, 0.788], [-2.243, -1.000, -0.261], [-1.415, 0.102, -1.370], [-2.284, 0.756, 0.039], [-0.625, -0.436, 1.551], [1.044, -1.699, 0.544], [1.653, 0.336, -1.435], [2.559, 0.039, 0.069]], "gap_ev": 10.52, "smiles": "C[C@H]1NCC1=O"}


Stability, highest: iv)


i) {"formula": "C4H7NO", "method": "ωB97M-V/def2-TZVPD", "symbols": ["C", "C", "C", "N", "C", "O", "H", "H", "H", "H", "H", "H", "H"], "xyz": [[1.487, -0.685, 0.022], [0.085, -0.138, 0.057], [-0.349, 1.311, 0.030], [-0.331, 1.195, -1.351], [-1.092, -0.857, 0.518], [-2.176, -0.270, 0.590], [1.514, -1.769, -0.147], [2.041, -0.209, -0.788], [2.035, -0.485, 0.955], [-1.396, 1.117, 0.457], [0.325, 2.070, 0.417], [-1.111, 0.615, -1.638], [-1.031, -1.895, 0.878]], "gap_ev": [8.49, 8.49]}


ii) {"formula": "C4H7NO", "method": "ωB97M-V/def2-TZVPD", "symbols": ["C", "C", "C", "C", "N", "O", "H", "H", "H", "H", "H", "H", "H"], "xyz": [[-0.387, 0.152, 1.914], [2.197, 0.730, -1.637], [-0.518, 0.034, 0.583], [-1.497, -0.982, -0.107], [1.222, -0.001, -1.669], [0.038, 0.879, -0.188], [-0.009, 0.987, 2.493], [-1.224, -0.347, 2.393], [3.075, 0.673, -2.343], [2.159, 1.438, -0.792], [-2.564, -0.630, -0.154], [-1.080, -1.048, -1.014], [-1.410, -1.883, 0.522]], "gap_ev": [7.42, 9.44]}


iii) {"formula": "C4H7NO", "method": "ωB97M-V/def2-TZVPD", "symbols": ["O", "C", "C", "N", "C", "C", "H", "H", "H", "H", "H", "H", "H"], "xyz": [[1.019, -0.385, 1.442], [0.165, -0.378, 0.255], [0.321, -1.797, 0.605], [-0.577, 1.201, -0.963], [-1.023, 0.580, 0.306], [0.618, 0.329, -1.020], [1.935, -0.513, 1.154], [-1.220, 1.028, -1.724], [-0.485, -2.004, 1.332], [-0.997, 1.284, 1.145], [-2.003, 0.090, 0.281], [0.698, -0.341, -1.885], [1.547, 0.905, -0.929]], "gap_ev": 9.31}


iv) {"formula": "C4H7NO", "method": "ωB97M-V/def2-TZVPD", "symbols": ["O", "C", "C", "N", "C", "C", "H", "H", "H", "H", "H", "H", "H"], "xyz": [[-2.002, -0.901, 0.461], [-1.021, -0.189, -0.194], [-0.064, 1.364, 0.317], [0.846, 1.073, -0.628], [1.456, -0.170, -0.226], [0.189, -0.894, -0.487], [-1.576, -1.488, 1.099], [-1.522, 0.411, -0.947], [0.160, 1.167, 1.377], [-0.696, 2.235, 0.144], [1.827, -0.204, 0.818], [2.259, -0.475, -0.904], [0.142, -1.929, -0.831]], "gap_ev": 8.45}


Stability, highest: i)


i) {"formula": "C4H7NO", "method": "ωB97M-V/def2-TZVPD", "symbols": ["C", "O", "C", "C", "N", "C", "H", "H", "H", "H", "H", "H", "H"], "xyz": [[-1.127, -0.677, 0.037], [0.045, -1.365, -0.439], [1.134, -0.657, 0.086], [0.750, 0.799, -0.004], [-0.089, 1.337, -1.068], [-0.734, 0.789, 0.112], [-1.387, -1.058, 1.035], [-1.951, -0.889, -0.655], [1.357, -0.818, 1.295], [2.080, -1.142, 0.219], [1.401, 1.495, 0.506], [-0.175, 0.720, -1.871], [-1.304, 1.465, 0.747]], "gap_ev": 10.28, "smiles": "C1OC[C@H]2N[C@@H]12"}


ii) {"formula": "C4H7NO", "method": "ωB97M-V/def2-TZVPD", "symbols": ["C", "C", "N", "C", "C", "O", "H", "H", "H", "H", "H", "H", "H"], "xyz": [[-0.049, 1.311, 1.718], [0.455, 0.590, 0.758], [-0.295, -0.019, -0.272], [-1.682, 0.196, -0.356], [0.412, -0.978, -1.008], [1.595, -1.220, -0.865], [0.584, 1.649, 2.526], [-1.135, 1.439, 1.836], [1.468, 0.415, 0.702], [-2.360, -0.526, 0.063], [-1.742, 1.174, 0.198], [-2.001, 0.346, -1.422], [-0.322, -1.326, -1.758]], "gap_ev": 9.84, "smiles": "C=CN(C)C=O"}


Stability, highest: ii)